Entry 1:
{"formula": "C42H51BGeIN3O2SV", "method": "ωB97M-V/def2-TZVPD", "species": ["V", "N", "C", "C", "C", "C", "C", "C", "C", "C", "C", "C", "C", "C", "H", "H", "H", "H", "H", "H", "H", "H", "H", "H", "C", "C", "C", "N", "C", "C", "H", "H", "H", "H", "H", "C", "C", "C", "C", "C", "C", "C", "C", "O", "B", "O", "C", "C", "H", "H", "H", "H", "H", "H", "H", "H", "H", "H", "H", "H", "C", "C", "C", "C", "Ge", "C", "C", "C", "C", "H", "H", "H", "H", "H", "H", "H", "H", "H", "H", "H", "H", "H", "H", "H", "H", "H", "H", "H", "S", "C", "N", "C", "C", "C", "C", "C", "C", "H", "H", "H", "H", "H", "I"], "coordinates": [[-0.039, 0.003, -0.103], [0.566, 2.392, -0.518], [0.336, 3.114, 0.675], [1.338, 3.879, 1.250], [1.143, 4.467, 2.492], [-0.059, 4.300, 3.158], [-1.080, 3.579, 2.551], [-0.910, 2.993, 1.305], [-2.019, 2.359, 0.549], [-3.214, 3.085, 0.493], [-4.242, 2.710, -0.348], [-4.051, 1.616, -1.180], [-2.876, 0.890, -1.102], [-1.823, 1.199, -0.225], [1.455, 2.578, -0.965], [-0.203, 2.419, -1.183], [2.280, 3.999, 0.731], [1.939, 5.047, 2.939], [-0.210, 4.742, 4.132], [-2.036, 3.472, 3.048], [-3.307, 3.986, 1.086], [-5.158, 3.284, -0.384], [-4.819, 1.318, -1.882], [-2.767, 0.047, -1.776], [1.748, -4.723, 0.323], [1.405, -4.227, -0.919], [0.941, -2.926, -1.025], [0.800, -2.116, 0.027], [1.138, -2.606, 1.227], [1.611, -3.887, 1.420], [2.111, -5.735, 0.438], [1.490, -4.829, -1.812], [0.664, -2.510, -1.982], [1.033, -1.936, 2.067], [1.862, -4.215, 2.418], [7.869, -0.032, 2.682], [7.903, -0.500, 1.221], [8.038, -2.027, 1.181], [9.134, 0.106, 0.550], [6.607, -0.080, 0.532], [6.583, 0.828, -0.523], [5.398, 1.234, -1.143], [4.231, 0.699, -0.658], [2.941, 0.926, -1.046], [2.107, 0.145, -0.214], [2.954, -0.578, 0.664], [4.238, -0.211, 0.385], [5.396, -0.613, 1.001], [8.793, -0.313, 3.190], [7.037, -0.479, 3.225], [7.764, 1.051, 2.736], [8.978, -2.334, 1.642], [8.026, -2.390, 0.154], [7.229, -2.519, 1.720], [10.032, -0.241, 1.061], [9.126, 1.196, 0.598], [9.211, -0.191, -0.496], [7.509, 1.237, -0.895], [5.400, 1.937, -1.963], [5.358, -1.319, 1.817], [-5.489, -3.568, -3.910], [-4.042, -3.252, -3.562], [-3.866, -2.838, -2.104], [-2.402, -2.652, -1.721], [-2.050, -1.861, 0.070], [-3.766, -1.396, 0.996], [-4.833, -2.480, 1.150], [-4.331, -3.826, 1.650], [-5.467, -4.816, 1.848], [-5.603, -3.853, -4.955], [-6.131, -2.704, -3.730], [-5.866, -4.390, -3.298], [-3.672, -2.448, -4.206], [-3.410, -4.121, -3.766], [-4.329, -3.595, -1.465], [-4.422, -1.910, -1.930], [-1.910, -2.022, -2.463], [-1.892, -3.619, -1.739], [-1.524, -3.045, 0.945], [-4.201, -0.530, 0.496], [-3.505, -1.047, 2.000], [-5.350, -2.627, 0.201], [-5.598, -2.117, 1.846], [-3.787, -3.689, 2.589], [-3.604, -4.237, 0.942], [-6.187, -4.447, 2.579], [-5.105, -5.782, 2.196], [-6.006, -4.980, 0.914], [-0.830, 0.003, 4.417], [-0.881, -0.055, 2.716], [0.172, 0.351, 2.071], [1.147, 0.791, 2.980], [2.383, 1.371, 2.685], [3.213, 1.733, 3.720], [2.835, 1.552, 5.056], [1.606, 1.018, 5.370], [0.770, 0.647, 4.318], [-1.767, -0.389, 2.209], [2.680, 1.557, 1.666], [4.171, 2.180, 3.491], [3.508, 1.847, 5.848], [1.292, 0.897, 6.396], [0.170, 0.013, -2.823]], "mulliken_spin": [1.291, -0.012, 0.006, -0.001, 0.001, 0.000, 0.001, -0.012, -0.015, 0.000, 0.002, -0.002, 0.023, -0.103, 0.006, -0.007, 0.000, 0.000, 0.000, 0.000, 0.000, 0.000, 0.000, 0.010, 0.000, 0.001, 0.011, 0.002, 0.018, 0.004, 0.000, 0.000, -0.005, 0.002, 0.000, 0.000, 0.000, 0.000, 0.000, 0.000, 0.000, 0.001, -0.004, 0.008, -0.092, -0.006, 0.000, 0.000, 0.000, 0.000, 0.000, 0.000, 0.000, 0.000, 0.000, 0.000, 0.000, 0.000, 0.000, 0.000, 0.000, -0.002, -0.009, -0.004, -0.029, -0.010, -0.005, -0.010, -0.001, 0.000, 0.000, 0.000, 0.000, 0.000, 0.002, 0.000, 0.002, -0.002, -0.004, 0.000, -0.003, 0.000, -0.001, -0.002, 0.004, 0.000, 0.000, 0.000, 0.005, 0.069, -0.105, 0.042, -0.008, 0.000, -0.001, 0.001, -0.005, -0.011, -0.007, 0.000, 0.000, 0.000, -0.034], "lumo_ha": [-0.0117, -0.0029], "homo_energy_ev": [-7.2, -7.1], "total_charge": 0, "homo_lumo_gap_ev": [6.89, 6.99], "s_squared": 0.820, "total_energy_ev": -154765.586, "spin_multiplicity": 2}

=====

Entry 2:
{"formula": "C6H7NO3", "method": "ωB97M-V/def2-TZVPD", "species": ["C", "C", "C", "C", "C", "C", "N", "O", "O", "O", "H", "H", "H", "H", "H", "H", "H"], "coordinates": [[1.635, 1.111, 1.227], [0.271, 1.197, 1.735], [1.924, 0.441, 0.081], [-0.780, 0.653, 1.162], [-0.255, -0.461, -0.517], [-1.272, -1.245, -1.221], [1.000, -0.273, -0.746], [1.503, -0.934, -1.723], [-2.080, 0.744, 1.179], [-1.211, -1.158, -2.596], [2.463, 1.588, 1.953], [0.236, 1.687, 2.679], [2.835, 0.336, -0.330], [-1.164, -2.284, -1.086], [-2.190, -0.866, -0.839], [-2.419, 1.136, 2.016], [-0.494, -1.672, -2.973]], "lowdin_charge": [-0.054, -0.111, -0.019, -0.152, 0.063, -0.238, -0.231, -0.089, 0.069, -0.035, 0.158, 0.093, 0.078, 0.122, 0.111, 0.147, 0.090], "lumo_ha": 0.0093, "homo_energy_ev": -8.5, "total_charge": 0, "homo_lumo_gap_ev": 8.77, "total_energy_ev": -13961.718}

=====

Entry 3:
{"formula": "C4H6O2", "method": "ωB97M-V/def2-TZVPD", "species": ["C", "C", "O", "C", "C", "O", "H", "H", "H", "H", "H", "H"], "coordinates": [[-0.634, 1.750, 0.317], [-0.392, 0.278, 0.185], [-0.993, -0.211, -0.934], [0.315, -0.457, 1.049], [1.115, -2.354, -1.629], [2.171, -2.740, -1.773], [-0.230, 2.279, -0.552], [-0.171, 2.147, 1.223], [-1.709, 1.952, 0.350], [0.779, 0.006, 1.913], [0.436, -1.531, 0.931], [-0.686, -1.119, -1.079]], "lowdin_charge": [-0.041, -0.485, 0.002, 0.024, 0.056, 0.074, 0.085, 0.079, 0.086, 0.055, 0.040, 0.024], "lumo_ha": 0.0329, "homo_energy_ev": -8.8, "total_charge": 0, "homo_lumo_gap_ev": 9.72, "total_energy_ev": -8339.366}

=====

Entry 4:
{"formula": "C4H8O2", "method": "ωB97M-V/def2-TZVPD", "species": ["C", "O", "C", "C", "C", "O", "H", "H", "H", "H", "H", "H", "H", "H"], "coordinates": [[1.835, -0.322, -0.625], [1.004, 0.039, 0.449], [-0.314, 0.362, 0.074], [-1.207, -0.852, -0.135], [-0.847, 1.271, 1.171], [-2.017, 1.383, 1.443], [2.794, -0.614, -0.194], [1.427, -1.166, -1.195], [1.988, 0.524, -1.309], [-0.300, 0.978, -0.845], [-0.947, -1.394, -1.048], [-1.107, -1.528, 0.719], [-2.249, -0.532, -0.200], [-0.058, 1.850, 1.696]], "lowdin_charge": [-0.102, -0.170, -0.388, -0.030, -0.192, 0.066, 0.093, 0.086, 0.093, 0.157, 0.076, 0.096, 0.084, 0.134], "lumo_ha": 0.0334, "homo_energy_ev": -9.9, "total_charge": 0, "homo_lumo_gap_ev": 10.83, "total_energy_ev": -8371.738}

=====

Entry 5:
{"formula": "C20H22N4O6S", "method": "ωB97M-V/def2-TZVPD", "species": ["C", "H", "H", "H", "O", "C", "H", "C", "O", "N", "C", "C", "C", "C", "C", "C", "N", "C", "N", "C", "O", "O", "C", "H", "H", "H", "H", "N", "C", "O", "O", "C", "H", "H", "H", "H", "H", "H", "S", "C", "C", "C", "C", "C", "C", "H", "H", "H", "H", "H", "H", "H", "H"], "coordinates": [[0.309, 1.771, -5.045], [-0.034, 0.785, -4.713], [1.166, 1.635, -5.716], [-0.492, 2.276, -5.581], [0.648, 2.600, -3.957], [1.672, 2.064, -3.151], [2.003, 2.870, -2.487], [1.197, 0.926, -2.248], [1.903, -0.017, -1.949], [-0.082, 1.097, -1.851], [-0.745, 0.344, -0.869], [-2.042, -0.093, -1.078], [-2.684, -0.851, -0.110], [-2.022, -1.196, 1.061], [-0.738, -0.743, 1.282], [-0.083, 0.046, 0.335], [1.113, 0.674, 0.586], [2.251, 0.152, 0.706], [3.371, 0.922, 0.901], [3.499, 2.216, 0.454], [2.656, 2.884, -0.076], [4.755, 2.630, 0.700], [5.053, 3.958, 0.292], [5.033, 4.034, -0.797], [6.049, 4.171, 0.669], [4.325, 4.657, 0.708], [4.230, 0.410, 1.107], [2.470, -1.233, 0.662], [3.668, -1.887, 0.702], [4.731, -1.396, 1.003], [3.491, -3.181, 0.409], [4.664, -3.986, 0.435], [5.152, -3.917, 1.409], [4.333, -5.002, 0.242], [5.365, -3.658, -0.336], [1.677, -1.774, 0.342], [-0.234, -0.972, 2.210], [-2.519, -1.804, 1.803], [-4.330, -1.435, -0.440], [-5.151, -1.142, 1.107], [-4.820, -0.065, 1.917], [-5.512, 0.138, 3.097], [-6.542, -0.714, 3.463], [-6.882, -1.776, 2.641], [-6.188, -1.995, 1.465], [-6.442, -2.821, 0.819], [-7.686, -2.441, 2.918], [-7.080, -0.548, 4.384], [-5.249, 0.973, 3.729], [-4.025, 0.607, 1.630], [-2.556, 0.155, -1.994], [-0.578, 1.872, -2.277], [2.521, 1.719, -3.754]], "lowdin_charge": [-0.099, 0.091, 0.092, 0.092, -0.191, -0.128, 0.126, -0.453, 0.075, 0.157, -0.157, -0.033, -0.543, -0.103, -0.009, -0.213, 0.181, -0.337, 0.209, -0.534, 0.120, -0.023, -0.049, 0.096, 0.093, 0.096, 0.130, 0.219, -0.537, 0.103, -0.014, -0.041, 0.097, 0.095, 0.100, 0.158, 0.118, 0.115, 0.998, -0.533, -0.104, -0.081, -0.095, -0.090, -0.116, 0.099, 0.103, 0.099, 0.104, 0.110, 0.112, 0.157, 0.135], "lumo_ha": 0.0260, "homo_energy_ev": -7.7, "total_charge": 0, "homo_lumo_gap_ev": 8.41, "total_energy_ev": -50179.096}

=====

Entry 6:
{"formula": "C14H2BF5N4O10S2W", "method": "ωB97M-V/def2-TZVPD", "species": ["W", "S", "C", "S", "C", "C", "N", "C", "N", "O", "C", "O", "C", "C", "C", "C", "C", "C", "O", "N", "O", "O", "N", "O", "O", "H", "H", "F", "C", "F", "F", "C", "O", "O", "F", "B", "F", "O", "C"], "coordinates": [[0.041, -1.182, 0.366], [-1.594, -3.125, 0.331], [-2.893, -2.063, 0.708], [-2.572, -0.377, 0.258], [-4.049, -2.417, 1.313], [-4.281, -3.767, 1.741], [-4.470, -4.838, 2.115], [-5.064, -1.454, 1.630], [-5.882, -0.698, 1.916], [-1.470, -0.592, -3.273], [-0.679, -0.329, -2.427], [-0.251, -1.240, -1.508], [0.036, 0.972, -2.286], [0.305, 1.737, -3.406], [1.087, 2.861, -3.280], [1.663, 3.212, -2.076], [1.389, 2.453, -0.963], [0.524, 1.353, -1.032], [0.127, 0.692, 0.066], [2.118, 2.753, 0.279], [2.397, 3.915, 0.491], [2.404, 1.812, 0.985], [1.365, 3.686, -4.470], [2.124, 4.621, -4.330], [0.814, 3.371, -5.502], [-0.090, 1.445, -4.370], [2.324, 4.064, -2.012], [0.731, -1.529, 5.054], [1.719, -1.610, 4.163], [2.366, -2.759, 4.338], [2.558, -0.602, 4.352], [1.118, -1.560, 2.752], [0.293, -2.406, 2.372], [1.424, -0.627, 1.951], [2.919, -2.978, -0.016], [1.930, -2.156, -0.128], [2.193, -0.901, -0.658], [-1.441, 0.525, 2.678], [-1.232, -0.261, 1.878]], "lowdin_charge": [1.646, 0.748, -0.960, 0.930, -0.336, -0.209, 0.189, -0.216, 0.188, 0.183, -0.496, -0.298, -0.037, 0.101, -0.104, 0.104, -0.033, -0.199, -0.255, -0.329, 0.113, 0.113, -0.348, 0.098, 0.100, 0.147, 0.143, 0.190, -0.554, 0.192, 0.198, -0.508, -0.045, -0.056, 0.281, -0.544, 0.124, 0.173, -0.433], "lumo_ha": -0.1299, "homo_energy_ev": -9.7, "total_charge": 0, "homo_lumo_gap_ev": 6.18, "total_energy_ev": -78741.192}